DFT (ωB97M-V/def2-TZVPD) results for one molecule with the formula CH2BrNO3S at a distorted geometry.

The geometry in XYZ format:
```
9
Properties=species:S:1:pos:R:3
C -0.87320 -1.07388 -0.96208
N 1.11395 0.90975 0.08005
O -1.70549 -0.91032 -1.73010
O -1.43469 1.33787 0.63446
O -0.16164 -0.49388 1.79269
S -0.40540 0.34845 0.65233
Br 0.30967 -2.44335 -0.56219
H 1.22542 1.66877 -0.53893
H 1.93139 0.65659 0.63376
```

Calculated values
- Frontier orbital gap: 9.74 eV
- HOMO energy: -9.7569 eV
- Total charge: 0
- SMILES: NS(=O)(=O)C(=O)Br
- LUMO: -0.02 eV



DFT (ωB97M-V/def2-TZVPD) results for HO5S2 as an isolated structure at a distorted geometry.

The geometry in XYZ format:
```
8
Properties=species:S:1:pos:R:3
O 0.01679 -0.13353 0.94466
O 2.17544 -1.49464 0.81038
O -0.67303 1.76353 -1.25783
O 0.75614 -1.43151 -1.11769
O -2.02857 1.27015 1.21741
S 0.85195 -1.73614 0.29942
S -1.28827 0.42011 0.31592
H 0.18955 1.34202 -1.21227
```

Calculated values
- Frontier orbital gap (alpha / beta): 9.03 / 9.03 eV
- HOMO energy (alpha / beta): -5.5198 / -5.5181 eV
- Total charge: -1
- LUMO (alpha / beta): 3.51 / 3.51 eV



DFT (ωB97M-V/def2-TZVPD) results for C22H25N5S2 as an isolated structure at a distorted geometry.

The geometry in XYZ format:
```
54
Properties=species:S:1:pos:R:3
C 0.93337 4.18221 1.46470
H -0.16386 4.19657 1.30293
C 1.51290 2.93126 0.55681
H 1.22749 3.04158 -0.37084
H 2.77261 3.25552 0.63372
C 1.17862 1.73152 1.46372
C -0.32886 1.47807 1.34167
N -0.96186 2.07433 0.26951
N -2.17431 1.49431 0.34997
C -2.22994 0.54115 1.17897
N -0.91408 0.16875 1.72215
C -0.32790 -0.71324 2.61444
C 0.33266 -1.53703 1.90922
C 1.39451 -2.34017 2.52474
C 2.21247 -3.25027 1.86423
C 1.61380 -3.84653 0.89803
C 0.42997 -3.18875 0.22870
C -0.21937 -2.26564 0.86353
H -1.10587 -1.98741 0.15681
H 0.06886 -3.84767 -0.65344
H 2.28358 -4.63646 0.26034
H 2.99487 -3.82262 2.56266
H 1.76572 -1.95247 3.47518
H -1.43104 -1.13799 3.29539
H 0.34199 -0.25552 3.17265
S -3.54338 -0.64465 1.45322
C -4.47443 -0.15784 0.04212
C -3.56596 -0.40570 -1.26708
N -2.52877 -0.95032 -1.20243
C -1.93194 -0.60008 -2.46227
C -0.61605 -1.25938 -3.00393
C -0.00628 -0.66927 -4.18060
C -0.79974 0.21420 -4.90147
C -1.93730 0.92757 -4.43435
C -2.48275 0.42228 -3.22772
S -3.99721 0.67881 -2.52269
H -2.36257 1.59490 -5.18720
H -0.50842 0.50617 -5.63483
H 0.82614 -1.17062 -4.45905
H -0.12899 -2.07127 -2.22298
H -5.18921 0.64167 0.19390
H -5.21325 -1.32435 0.17401
N 1.96008 0.49670 1.04528
C 3.28034 0.53383 1.52327
H 3.77488 -0.65609 1.26646
H 3.84529 1.20924 0.84355
H 3.18893 0.71101 2.50732
C 1.71555 0.36398 -0.50078
H 2.22163 -0.87848 -0.75963
H 2.54409 0.78704 -0.96279
H 0.83454 0.28497 -0.88095
H 1.35746 1.72552 2.39134
H 1.30189 5.10492 0.75923
H 1.22913 4.27175 2.52526
```

Calculated values
- Frontier orbital gap: 8.01 eV
- HOMO energy: -7.8210 eV
- Total charge: 0
- LUMO: 0.19 eV



DFT (ωB97M-V/def2-TZVPD) results for C29H35BO6PPt as an isolated structure.

The geometry in XYZ format:
```
73
Properties=species:S:1:pos:R:3
Pt 0.24245 -1.41038 -0.09186
O -2.44161 -3.98376 2.08899
C -1.46653 -3.31885 1.73592
O -1.06895 -3.14401 0.53454
C -0.62179 -2.71710 2.85317
P 0.70969 -1.48532 2.59335
C 1.83977 -2.22578 1.30889
C 1.74873 -3.60558 0.68044
C 3.02367 -4.37021 0.72775
C 4.20279 -3.73015 0.77656
C 4.27208 -2.29748 0.94907
C 3.14200 -1.61300 1.26739
C -0.04983 -0.11083 1.47819
C 0.87166 1.03343 1.49742
C 0.46679 2.36013 1.59829
C -0.85389 2.70978 1.50887
C -1.87216 1.65925 1.21699
C -1.47702 0.31555 1.82369
H -0.13123 -3.55315 3.36302
H -1.30418 -2.29965 3.59450
H 0.92443 -4.18112 1.08286
H 2.97622 -5.45209 0.67285
H 5.12650 -4.29987 0.74982
H 5.23231 -1.79648 0.95362
H 3.24288 -0.58408 1.59243
H 1.93269 0.82564 1.48927
H 1.22659 3.12500 1.72197
H -1.15687 3.74524 1.60042
H -1.91221 1.48566 0.13011
H -1.57889 0.37728 2.91939
C 2.29637 -3.28344 -1.74199
O 1.28468 -3.40587 -0.74462
H 2.85947 -4.21075 -1.85113
H 2.97754 -2.45980 -1.52733
H 1.76891 -3.06828 -2.66957
C 1.26751 3.40915 -2.15589
C 1.17694 1.94064 -2.52471
C 0.40966 1.77099 -3.82859
O 0.43146 1.26854 -1.49825
B 0.99485 0.01201 -1.27327
O 2.16258 -0.12607 -2.03563
C 2.53716 1.17830 -2.51053
C 3.52766 1.74406 -1.50066
C 3.19701 1.03156 -3.86686
H 0.26803 3.84729 -2.17862
H 1.89863 3.95302 -2.86538
H 1.66755 3.54112 -1.15186
H -0.59589 2.17160 -3.69123
H 0.31864 0.71532 -4.09063
H 0.88793 2.29996 -4.65608
H 3.05974 1.85209 -0.51934
H 3.92114 2.71411 -1.81272
H 4.35505 1.03975 -1.40011
H 2.56762 0.46840 -4.55442
H 4.14182 0.49658 -3.75274
H 3.40939 2.01104 -4.30503
C -4.47118 -1.64589 0.94376
C -3.69416 -0.41124 1.28843
O -2.37820 -0.70025 1.38984
C -4.19456 0.82763 1.45268
C -5.62568 1.08113 1.32143
C -6.09271 2.31269 1.07941
C -5.14492 3.41481 0.85780
C -3.84261 3.27265 1.10008
C -3.27798 2.00735 1.70335
H -3.78855 -2.39480 0.54934
H -5.25227 -1.43210 0.21488
H -4.92441 -2.07855 1.83756
H -6.31269 0.24668 1.39906
H -7.15525 2.49163 0.97307
H -5.52095 4.35644 0.47166
H -3.16824 4.10197 0.91774
H -3.19318 2.18044 2.78918
```

Calculated values
- Frontier orbital gap (alpha / beta): 5.98 / 6.61 eV
- HOMO energy (alpha / beta): -3.4763 / -4.4430 eV
- Total charge: -1
- 2S+1: 3
- LUMO (alpha / beta): 2.50 / 2.17 eV



DFT (ωB97M-V/def2-TZVPD) results for a 3-piece molecular cluster, C5H16N3S overall.

The geometry in XYZ format:
```
25
Properties=species:S:1:pos:R:3
C -1.81344 0.05536 1.00781
C -2.80285 -1.48480 -0.76760
C -0.49256 -1.98162 0.22843
C 4.08816 -1.00087 0.53806
C -1.59909 -1.03540 0.00562
N -0.04685 3.09858 -0.72405
N 0.77442 0.36012 -0.31983
N 3.36104 -0.63069 -0.41356
S -0.06707 -0.79596 -1.11150
H -0.87246 0.53066 1.28162
H -2.49814 0.80942 0.62636
H -2.25181 -0.37684 1.90961
H -3.31332 -0.63801 -1.21921
H -3.50347 -1.97063 -0.08988
H -2.54086 -2.19407 -1.54961
H 0.11747 -1.86485 1.11235
H -0.59454 -3.00112 -0.12112
H -0.66901 3.44095 -0.00299
H 3.71363 -0.87744 1.54860
H 5.08090 -1.43926 0.44542
H 0.80976 3.63744 -0.64956
H 0.51076 1.33925 -0.54629
H -0.46241 3.32906 -1.62024
H 3.75698 -0.75171 -1.34560
H 1.79662 0.16950 -0.30239
```

Calculated values
- Frontier orbital gap: 10.65 eV
- HOMO energy: -13.3139 eV
- Total charge: +1
- LUMO: -2.66 eV



Computed values of DFT total energy (unit: Eh) for the preceding records, in sequence: -3291.9246, -1173.2102, -1922.8409, -2063.0415, -762.2849.
Computed values of energy above the lowest of the compared OMol25 structures with the same formula, charge and spin (unit: kcal per mole) for the preceding records, in sequence: 45.0, 25.8, 411.7, 103.4, 55.7.